C31H31AsF4N3OPS4Y | ωB97M-V/def2-TZVPD

Structure (XYZ):
```
77
Properties=species:S:1:pos:R:3:forces:R:3
H -1.89993 6.03851 2.82367 0.002 -0.020 -0.007
H 6.32531 0.18917 -1.33321 -0.020 -0.014 0.002
H 0.09663 4.57713 2.76350 -0.021 -0.011 -0.017
H -5.45594 -1.14274 3.97747 0.008 0.006 0.000
C -4.82370 -0.73072 3.20025 0.016 0.011 -0.046
F 0.73817 -0.95174 1.72693 -0.140 0.139 -0.144
H 3.18937 -0.65154 -3.41109 -0.035 0.021 -0.017
F -0.24822 -1.63775 4.12608 0.000 -0.066 0.015
C 0.52828 2.44680 1.35836 -0.276 -0.037 0.013
C -4.55675 0.62979 1.23256 -0.051 0.102 -0.006
N 0.92598 1.98639 0.25061 -0.096 0.217 -0.119
H -5.62382 -0.05540 -3.27266 0.029 0.017 0.008
C -0.78979 4.31240 2.19651 -0.074 0.091 0.007
C -1.91637 2.75734 0.69620 0.043 -0.185 0.015
H -3.89907 3.35449 0.16194 0.006 -0.013 -0.009
H -1.92251 3.00972 -2.16411 -0.001 -0.002 0.013
H 2.53691 1.41823 -0.51890 -0.023 -0.013 0.115
C -3.01351 3.61754 0.72756 -0.088 -0.071 -0.015
C 0.48076 -2.54892 3.45075 -0.009 0.223 0.028
C -0.77846 3.15553 1.41733 0.380 -0.121 -0.043
C 3.81132 -2.40944 -1.62306 0.092 0.035 -0.021
H 3.28051 -2.64043 -2.53883 -0.031 -0.070 -0.026
H 4.49680 1.66117 -1.85805 0.010 -0.023 -0.006
H 4.86628 -2.66773 -1.78738 -0.005 0.011 -0.041
F 2.73208 -5.24621 1.35753 -0.012 0.019 0.027
C 3.84195 1.23328 -2.62139 -0.027 0.054 -0.043
H 4.13669 1.67141 -3.57636 -0.026 -0.027 0.006
H 4.09205 -3.48155 0.23253 0.030 0.003 0.018
H 4.92143 -0.57368 -3.08222 0.015 0.004 0.027
H -5.00095 1.26753 0.47764 0.031 0.006 0.036
F 1.78854 -5.87133 3.72122 -0.039 0.073 0.043
H -3.03854 -1.70704 3.89485 0.000 0.002 -0.003
Y 0.89885 -0.98724 -0.84112 0.799 -0.086 0.624
C 1.77673 -3.04782 1.41985 0.290 0.149 -0.454
C -3.07084 1.31529 -1.50890 0.142 0.103 0.002
H 2.80752 1.54859 -2.45249 0.016 -0.005 0.001
H -5.10285 1.84498 -4.77307 0.020 -0.009 0.020
C 4.52552 -0.51404 -0.31167 -0.033 -0.034 -0.011
H 6.37494 -1.52232 -0.90747 -0.011 0.031 0.026
C -4.54082 1.70256 -3.85765 0.045 0.036 0.029
C -3.19563 0.32923 1.17736 0.038 0.030 -0.062
H -3.22325 3.36572 -4.21273 -0.004 -0.020 0.011
As -0.74917 -1.42030 -3.11013 -0.711 -0.126 -0.836
H 4.28242 -1.14999 0.53944 0.004 -0.003 0.006
C 1.51466 -4.63727 3.25383 0.127 -0.141 -0.139
C 0.98776 -2.20533 2.22651 -0.056 -0.150 0.092
H 0.33236 -4.07762 4.96852 0.016 0.012 -0.028
C 2.02650 -4.29955 2.01529 -0.034 -0.178 0.115
N 3.65738 -0.95750 -1.41959 -0.117 0.013 -0.021
H 4.24776 0.49289 -0.00745 0.048 0.030 -0.007
H -3.88907 5.42727 1.46595 0.008 -0.009 -0.007
H 2.95402 -4.21497 -0.88673 0.010 -0.043 -0.032
C 3.93169 -0.28012 -2.70277 0.102 -0.002 0.119
C -1.90216 5.13524 2.22631 0.020 -0.060 -0.032
C -3.48968 2.55684 -3.54312 -0.078 -0.073 0.013
C -3.47464 -1.04761 3.15513 0.014 0.052 -0.094
O 2.15288 1.29657 0.36716 -0.034 -0.103 -0.209
S -1.50456 -1.98799 -1.07794 -0.209 -0.015 -0.115
C 0.73264 -3.78784 4.00891 -0.049 -0.015 0.079
H -6.42034 0.35096 2.24921 0.005 -0.001 0.005
P -1.99179 1.01941 -0.05573 -0.171 0.283 0.335
S 0.95527 -2.72594 -3.21185 0.092 0.194 0.288
C -2.75936 2.35710 -2.38379 0.044 0.088 0.041
C 6.02713 -0.54177 -0.57923 0.092 -0.025 0.012
C -4.83922 0.64508 -3.01402 0.048 0.029 0.030
C -4.10489 0.44977 -1.85077 -0.021 -0.144 -0.013
H -4.31978 -0.40614 -1.22293 0.010 0.020 -0.038
C 3.27730 -3.25977 -0.46730 -0.048 0.132 0.204
S 0.25415 0.56745 -2.83320 -0.138 0.076 -0.233
S -2.19434 -1.43244 -4.61005 0.045 0.024 0.069
H 6.55748 -0.29897 0.34419 -0.012 0.001 -0.029
C -3.01251 4.79071 1.46781 0.007 -0.031 -0.025
C -5.36487 0.10741 2.23102 0.084 -0.041 0.021
C -2.67425 -0.52572 2.14356 -0.011 -0.030 0.057
N 2.19880 -2.56704 0.22725 -0.041 -0.282 0.337
H 1.15603 2.37587 2.24710 -0.054 -0.045 0.036
H -1.62726 -0.79384 2.10109 0.016 0.008 0.001
```
Positions in Å, forces in eV/Å.

LUMO level ... 2.2 eV
Energy ... -164554.4645 eV
Spin multiplicity ... 1
Total charge ... -1
Frontier orbital gap ... 6.83 eV

Per-atom Mulliken charges, elementary charge units:
1 H 0.367
2 H 0.290
3 H 0.455
4 H 0.360
5 C -0.526
6 F 0.151
7 H 0.432
8 F -0.382
9 C -0.773
10 C -0.108
11 N -0.240
12 H 0.376
13 C -0.698
14 C 0.422
15 H 0.241
16 H 0.456
17 H 0.272
18 C -0.141
19 C -0.017
20 C 0.258
21 C -1.445
22 H 0.373
23 H 0.335
24 H 0.388
25 F -0.339
26 C -1.278
27 H 0.440
28 H 0.598
29 H 0.400
30 H 0.284
31 F -0.335
32 H 0.422
33 Y 0.331
34 C -0.153
35 C -0.074
36 H 0.131
37 H 0.366
38 C -0.631
39 H 0.299
40 C -0.449
41 C 0.344
42 H 0.383
43 As 0.374
44 H 0.403
45 C 0.211
46 C 0.364
47 H 0.504
48 C 0.468
49 N 1.365
50 H 0.420
51 H 0.420
52 H 0.515
53 C -0.676
54 C -0.612
55 C -0.690
56 C -0.470
57 O -0.437
58 S -0.395
59 C -0.848
60 H 0.394
61 P 1.704
62 S -0.451
63 C -0.438
64 C -1.565
65 C -0.760
66 C -0.379
67 H 0.470
68 C -1.003
69 S -0.503
70 S -0.486
71 H 0.457
72 C -0.785
73 C -0.832
74 C -0.183
75 N 0.395
76 H 0.462
77 H -0.001